[1]
Below is a molecular structure, C43H46MnN11, with properties calculated with the ωB97M-V functional and the def2-TZVPD basis.

Computed properties:
**Energy**: -93047.352 eV
**Expectation value of S²**: 8.7541
**Net charge**: +1
**2S+1**: 6

Element x y z (Å)
N1 -2.073 0.493 2.316
N2 2.088 -0.663 1.570
C1 -5.395 -3.329 0.575
H1 -1.042 1.042 -6.083
H2 -6.313 -3.825 0.864
H3 -0.444 -4.883 3.423
H4 2.491 -0.123 -1.579
C2 0.882 -2.363 -1.814
C3 3.219 0.668 -1.709
H5 3.758 -1.698 3.581
H6 2.010 -4.609 3.730
H7 4.125 -2.451 2.022
C4 0.384 3.292 -2.369
C5 -1.615 1.780 4.739
H8 -4.187 2.616 -0.118
C6 1.436 -3.871 3.181
N3 0.707 0.848 0.392
C7 -1.909 -0.195 3.450
H9 -4.200 1.370 1.126
H10 1.065 5.430 0.155
H11 -1.691 -3.229 2.178
C8 1.314 -1.792 1.977
H12 2.273 -6.362 -1.356
C9 -0.046 -1.935 1.677
C10 4.735 1.902 -3.103
C11 -4.199 -4.024 0.521
C12 0.923 3.312 0.383
C13 -5.403 -1.993 0.214
H13 -5.199 0.451 -0.619
N4 2.066 -5.582 -1.950
C14 -1.872 1.369 -4.136
C15 0.886 4.491 -0.357
C16 -0.622 -3.078 2.263
H14 0.646 4.223 2.304
H15 5.497 2.642 1.194
H16 0.252 1.157 -2.144
H17 -1.425 2.286 5.677
H18 1.115 -3.411 0.243
C17 -1.059 -0.747 -4.882
C18 4.980 3.253 0.446
N5 1.409 -3.435 -2.344
C19 0.695 2.104 -0.288
H19 -2.096 -3.828 0.138
H20 -0.625 -1.388 -5.636
H21 0.625 5.426 -2.270
H22 4.120 3.715 0.937
C20 0.414 2.108 -1.650
C21 0.630 4.494 -1.720
N6 -3.041 -2.022 -0.096
H23 0.183 3.273 -3.432
H24 -1.967 -1.270 3.368
N7 -1.918 -0.509 -2.663
C22 -2.810 1.589 -1.827
C23 -3.564 1.875 0.399
H25 3.066 -0.765 1.774
H26 3.662 1.237 1.435
H27 -1.852 3.586 3.594
C24 5.121 2.648 -1.998
C25 -2.069 1.827 2.391
H28 3.475 0.308 -3.802
H29 5.184 2.093 -4.069
H30 -1.540 -0.218 5.556
N8 3.019 1.217 0.660
C26 3.552 -2.566 2.947
H31 2.248 -5.649 -2.936
C27 3.588 1.443 -0.618
C28 -1.672 0.397 4.677
Mn1 -1.109 -0.644 0.202
H32 -2.081 2.420 -4.290
C29 1.850 0.465 0.852
H33 0.833 2.466 2.367
H34 5.870 3.423 -2.107
H35 -1.201 -2.292 -3.399
H36 -4.268 -0.286 -1.908
C30 -1.381 -1.250 -3.638
H37 -2.141 2.419 -1.590
C31 0.072 -4.031 2.994
C32 4.558 2.440 -0.745
N9 1.342 -4.317 -0.158
H38 -2.719 3.586 1.395
C33 3.782 0.907 -2.953
H39 -3.731 2.043 -2.224
H40 -6.326 -1.428 0.184
C34 2.075 -2.742 2.692
N10 0.409 -1.469 -1.249
C35 -4.251 -0.047 -0.844
H41 3.953 -3.437 3.462
H42 1.622 -5.037 0.485
C36 -2.173 0.766 -2.915
H43 -4.145 -5.081 0.740
C37 -1.838 2.504 3.582
C38 -4.212 -1.383 -0.155
N11 -3.123 0.860 -0.590
C39 -3.053 -3.325 0.188
C40 -1.300 0.601 -5.129
C41 -2.426 2.568 1.134
C42 1.603 -4.419 -1.474
C43 1.170 3.372 1.866
H44 -1.556 2.658 0.481
H45 5.665 4.045 0.149
H46 2.232 3.495 2.086


[2]
Below is C4H5NOS2 in the gas phase, with properties calculated with the ωB97M-V functional and the def2-TZVPD basis.

Computed properties:
**Energy**: -29436.821 eV

Element x y z (Å)
S1 -0.968 2.627 -1.529
C1 1.046 0.382 -0.679
H1 -2.175 1.247 -0.086
H2 -1.991 -1.899 2.139
H3 2.962 -0.335 -0.839
H4 1.253 1.212 -1.358
C2 -0.229 0.336 -0.160
N1 2.033 -0.470 -0.430
O1 0.221 -1.632 1.098
C3 -1.187 1.346 -0.525
H5 1.841 -1.266 0.189
C4 -0.564 -0.758 0.755
S2 -2.242 -0.790 1.424


[3]
Below is 7 unconnected molecules or ions with the total composition C35H59N2O18P at a distorted geometry, with properties calculated with the ωB97M-V functional and the def2-TZVPD basis.

Computed properties:
**Energy**: -86377.096 eV

Element x y z (Å)
C1 6.715 -1.414 6.064
C2 -2.213 -5.040 -5.969
H1 -8.128 5.477 4.224
C3 -3.464 -0.285 -3.495
C4 7.932 -3.267 6.633
H2 9.537 -2.375 -2.606
C5 -1.488 -3.031 -5.147
N1 -8.689 1.595 -2.879
O1 -9.031 4.373 2.724
O2 1.277 1.655 3.872
H3 -1.212 1.182 -3.039
H4 -9.443 1.549 -2.195
H5 -6.949 2.371 2.176
H6 -2.387 -6.020 -5.529
H7 -7.799 3.237 4.969
C6 4.513 -3.023 -0.449
C7 9.830 -3.035 -1.793
H8 -5.623 2.623 -2.566
H9 -0.516 0.741 0.209
C8 2.459 2.048 4.594
H10 -0.101 5.221 -4.377
H11 -3.935 0.980 -1.777
O3 -9.763 2.498 1.711
H12 2.539 0.518 6.105
C9 -0.531 5.748 -3.528
H13 2.438 -1.239 4.519
H14 6.193 -2.851 0.925
C10 -2.449 0.812 1.168
H15 5.871 -2.267 4.271
O4 6.209 -0.335 6.169
H16 -1.953 5.512 -1.985
C11 -2.813 -2.755 -5.826
C12 -3.314 0.973 -2.667
H17 7.604 -1.849 4.172
O5 0.542 -0.208 2.856
O6 -1.197 -4.354 -5.215
C13 3.032 0.760 5.160
H18 -2.624 -2.344 -6.819
C14 -7.853 4.762 3.452
H19 -5.482 2.693 -5.344
H20 -0.574 1.581 1.720
C15 -1.527 4.881 -2.759
H21 8.994 -3.084 6.448
C16 6.814 -2.254 4.807
H22 -1.854 -5.172 -6.992
H23 2.395 -2.995 0.091
H24 4.418 -4.041 -0.822
H25 -3.553 1.838 -3.283
H26 -3.333 -1.176 -2.873
C17 -6.496 2.451 -3.207
H27 5.133 -2.465 -1.152
H28 -3.140 0.718 0.328
C18 7.177 -3.627 5.364
O7 4.843 -1.026 2.437
O8 -6.112 -0.167 -2.512
C19 10.685 -2.331 -0.752
P1 -1.815 2.787 -1.314
H29 4.103 0.808 5.344
H30 -3.416 -2.070 -5.239
O9 3.413 -1.319 0.738
O10 7.333 -2.046 7.096
H31 3.379 -0.323 3.287
H32 -2.308 4.596 -3.463
H33 10.970 -3.979 0.651
O11 -5.409 1.739 -5.203
H34 -1.555 0.310 -1.569
C20 8.920 -3.557 0.241
H35 -7.898 1.473 3.397
H36 -8.729 2.477 -0.455
C21 -1.114 1.441 0.791
H37 -3.988 -4.343 -4.973
H38 -2.932 1.322 1.998
H39 -6.648 3.392 -3.743
C22 -5.734 0.242 -3.532
N2 -6.276 1.360 -4.150
C23 -7.745 2.237 -2.381
C24 -3.438 -4.143 -5.895
O12 -4.716 -0.385 -4.194
C25 3.176 -2.322 -0.269
H40 10.366 -1.293 -0.651
H41 -2.215 -0.204 1.493
C26 4.487 -1.657 1.477
H42 -7.003 2.285 -0.400
H43 -7.662 3.845 -0.888
C27 -7.805 2.766 -0.971
C28 -7.296 3.470 4.029
H44 -7.159 5.240 2.758
H45 10.376 -2.470 1.403
H46 4.807 -3.763 1.584
H47 7.757 -4.243 4.678
H48 0.241 6.095 -2.841
H49 11.746 -2.333 -0.996
H50 6.266 -4.172 5.617
C29 -1.867 1.165 -2.165
C30 -7.695 2.450 2.968
O13 8.654 -3.468 -1.084
O14 -1.229 2.744 0.178
H51 -1.073 6.630 -3.870
C31 -8.957 3.061 2.392
H52 10.323 -3.914 -2.213
C32 2.630 -0.255 4.095
H53 -4.123 -4.280 -6.729
O15 -0.858 3.733 -2.221
H54 -2.690 -0.302 -4.260
C33 5.113 -2.929 0.950
H55 -6.226 3.513 4.224
O16 -3.161 3.355 -1.267
C34 1.364 0.344 3.537
H56 2.830 -1.841 -1.181
H57 2.186 2.759 5.372
H58 7.838 -4.029 7.404
O17 8.130 -3.973 1.038
C35 10.338 -3.100 0.518
H59 3.143 2.535 3.896
O18 -0.758 -2.225 -4.644


[4]
Below is 8 unconnected molecules or ions with the total composition C28H42F6O21P at a distorted geometry, with properties calculated with the ωB97M-V functional and the def2-TZVPD basis.

Computed properties:
**Energy**: -98309.835 eV
**Expectation value of S²**: 0.7545
**2S+1**: 2

Element x y z (Å)
H1 2.664 0.176 2.295
O1 2.404 2.959 -4.188
H2 -1.896 2.434 1.663
O2 5.550 0.659 1.735
H3 0.642 3.596 -0.504
H4 2.163 1.451 -2.678
H5 1.855 -2.263 -1.828
H6 -0.119 -2.328 4.156
F1 -1.271 1.114 -0.591
O3 1.201 -1.531 6.528
H7 -2.182 -3.413 -0.221
O4 -1.886 1.405 -6.457
O5 0.829 -3.506 7.662
C1 1.384 -0.167 4.640
C2 2.337 3.412 -1.886
C3 -2.731 -4.311 0.058
H8 -3.194 0.631 -5.118
C4 -3.412 2.700 -5.258
H9 0.766 2.557 -2.939
C5 -2.643 2.590 2.441
H10 -3.777 -4.242 -0.239
H11 -0.824 0.766 -4.144
H12 -0.155 -0.017 6.267
H13 2.064 0.433 5.245
H14 -3.425 0.977 1.349
H15 -0.635 -2.961 -3.317
H16 2.691 1.937 2.377
H17 -1.965 1.714 -3.081
C6 1.468 -4.886 -2.819
H18 3.033 2.872 -1.245
H19 0.687 4.824 -1.801
F2 0.240 -0.426 -1.245
C7 0.101 -3.156 -2.537
F3 -1.275 -1.040 0.348
F4 -0.522 0.724 1.666
O6 2.158 -3.845 -3.190
C8 1.288 4.222 -1.119
H20 4.359 2.158 0.835
C9 1.852 2.463 -2.937
H21 -0.800 2.475 -4.257
C10 5.486 0.741 3.028
O7 -3.432 3.049 -6.652
H22 1.780 4.933 -0.454
C11 -3.812 1.654 2.110
C12 -0.484 -1.780 5.025
C13 3.318 1.046 2.355
C14 4.019 0.036 0.054
C15 -1.663 -6.331 0.254
C16 -1.469 1.640 -4.049
H23 -3.485 -4.994 1.965
H24 -1.722 -3.870 3.363
C17 -4.557 3.776 1.895
C18 1.503 -1.601 -3.941
H25 3.741 -0.888 0.561
O8 3.840 4.589 -4.851
H26 -4.401 2.480 -4.856
O9 -1.153 -7.393 -0.042
O10 -2.319 2.158 -8.537
H27 2.538 -1.406 -4.224
H28 4.862 -0.086 -0.626
C19 -1.971 -3.549 2.352
O11 6.426 0.556 3.795
O12 0.325 -4.497 -2.289
C20 -2.511 1.477 -5.197
O13 3.168 4.298 -2.694
C21 -2.597 2.213 -7.304
C22 0.391 -0.725 5.643
H29 0.865 0.498 3.949
F5 0.849 -0.858 0.958
C23 0.507 -2.644 6.825
C24 1.497 -2.606 -2.798
P1 -0.170 0.170 0.192
O14 -5.237 4.685 1.512
O15 -0.617 -2.713 6.043
O16 1.902 -6.042 -2.885
H30 -0.295 -2.661 -1.651
C25 4.321 1.114 1.145
H31 -1.027 2.855 3.750
H32 -2.541 2.579 4.657
O17 -1.679 -5.834 1.460
H33 -4.079 1.092 3.005
O18 -2.188 -5.464 -0.597
O19 -3.263 3.878 2.462
F6 0.996 1.349 0.173
H34 -2.664 -2.723 2.511
C26 -2.537 -4.721 1.501
H35 -2.966 3.538 -4.721
H36 1.066 -0.629 -3.710
H37 -1.731 1.266 3.850
C27 3.210 4.004 -3.984
C28 -1.979 2.324 3.759
H38 -1.125 -3.083 1.848
H39 1.934 -0.841 3.983
O20 4.217 1.049 3.411
O21 -4.860 2.496 1.654
H40 0.977 -1.879 -4.854
H41 3.167 0.381 -0.533
H42 -1.396 -1.259 4.735


[5]
Below is C4H4N2O in the gas phase at a distorted geometry, with properties calculated with the ωB97M-V functional and the def2-TZVPD basis.

Computed properties:
**Energy**: -9237.537 eV

Element x y z (Å)
C1 0.137 -0.928 -0.180
C2 -0.984 -0.034 0.085
C3 1.425 -0.816 0.557
C4 0.710 1.184 -0.139
H1 -0.198 -1.779 -0.860
N1 -0.461 1.216 0.359
O1 -2.173 -0.420 -0.046
N2 1.221 -0.002 -0.659
H2 1.374 -0.039 1.352
H3 1.191 2.104 -0.479
H4 1.968 -1.865 0.513


Question: What is the energy in the fourth record?
Answer: -98309.835 eV


Question: What is the energy in the second record?
Answer: -29436.821 eV